# 1
The following is a DFT calculation (ωB97M-V with the def2-TZVPD basis set) of one molecule with the formula C4H4ClNO at a distorted geometry.

```
11
Properties=species:S:1:pos:R:3:forces:R:3
C -0.1208 1.7483 0.0056 3.749 -1.080 1.443
C 0.1563 0.2336 -0.1396 1.492 0.068 0.685
C 0.2562 -1.9946 -0.0015 1.974 -1.422 0.824
C -0.6125 -0.9038 -0.0494 0.353 2.166 -0.362
H 0.1799 2.3438 -0.8229 0.244 0.038 -1.171
H -1.1255 1.9357 0.1674 -1.909 0.225 0.700
H 0.5913 2.1980 0.8432 -1.786 -1.202 -1.299
H -0.0579 -3.0925 0.2919 1.104 2.412 -1.131
N 1.5597 -1.5527 -0.0829 -3.118 -1.107 0.598
O 1.4750 -0.1847 -0.1260 -1.391 0.516 -0.444
Cl -2.3017 -0.7310 -0.0856 -0.714 -0.615 0.156
```
Forces are in eV/Å.

E (eV): -20270.5591
SMILES string: Cc1oncc1Cl
Molar mass (g/mol): 117.5
HOMO-LUMO gap (eV): 10.16
Energy above the lowest of the compared OMol25 structures with the same formula, charge and spin (eV): 1.9585
Spin multiplicity: 1

# 2
The following is a DFT calculation (ωB97M-V with the def2-TZVPD basis set) of one molecule with the formula C6H12O3 at a distorted geometry.

```
21
Properties=species:S:1:pos:R:3:forces:R:3
C 0.6376 0.2240 1.2908 -1.382 0.418 -0.400
C 0.1848 -0.1803 -0.1264 0.407 -0.397 0.159
C -0.9745 0.9189 -1.9335 0.002 0.042 0.009
C -0.3883 0.9368 2.1359 0.417 -0.058 -0.076
C -0.7536 -1.3904 0.0108 0.092 0.393 -0.060
C 1.4073 -0.5492 -0.9719 -0.257 0.248 0.155
O 1.9472 0.5896 1.4650 1.327 2.135 -0.659
O 1.4765 -0.6538 1.9303 -0.423 -2.316 0.913
O -0.4921 0.9739 -0.6109 0.119 -0.040 0.134
H -1.5092 1.8553 -2.0827 -0.018 -0.060 -0.108
H -1.6668 0.0851 -2.0826 0.001 0.003 -0.026
H -0.1630 0.8528 -2.6639 -0.028 -0.014 0.001
H -0.7470 1.8052 1.5927 -0.104 0.039 0.034
H -1.2194 0.2697 2.3436 -0.152 -0.027 0.003
H 0.0711 1.2449 3.0718 0.032 -0.051 0.024
H -1.7089 -1.0803 0.4275 -0.099 -0.017 0.055
H -0.9258 -1.8534 -0.9574 -0.037 -0.073 -0.052
H -0.2976 -2.1248 0.6695 0.023 -0.130 0.016
H 2.0050 -1.2822 -0.4367 0.051 -0.044 0.007
H 2.0146 0.3357 -1.1490 0.061 -0.002 -0.040
H 1.1020 -0.9774 -1.9230 -0.031 -0.048 -0.087
```
Forces are in eV/Å.

E (eV): -12555.5728
SMILES string: COC(C)(C)C1(C)OO1
Molar mass (g/mol): 132.2
HOMO-LUMO gap (eV): 10.85
Energy above the lowest of the compared OMol25 structures with the same formula, charge and spin (eV): 4.2761
Spin multiplicity: 1

# 3
The following is a DFT calculation (ωB97M-V with the def2-TZVPD basis set) of C37H38MnP2S2 as an isolated structure at a distorted geometry.

```
80
Properties=species:S:1:pos:R:3:forces:R:3
Mn 0.0821 0.2862 0.1458 0.400 -0.407 -0.025
C -1.7822 3.2269 -1.0289 0.072 -0.151 -0.034
C -1.3270 2.4163 0.1541 -0.186 -0.043 0.453
C -0.0515 2.6505 0.7215 -0.299 0.378 0.508
C 0.8467 3.6946 0.1014 -0.039 -0.243 0.045
C 0.3140 2.0032 1.9250 -0.464 0.221 0.039
C 1.5119 2.4685 2.7179 -0.056 -0.221 -0.231
C -0.5094 0.9729 2.4333 -0.416 0.307 0.196
C -0.0891 0.1972 3.6575 0.088 -0.009 -0.229
C -1.7829 0.7329 1.8640 0.117 0.480 0.221
C -2.7119 -0.2604 2.5160 0.203 0.076 -0.174
C -2.2132 1.4984 0.7592 0.221 0.355 0.332
C -3.6508 1.4142 0.3243 0.141 -0.028 -0.104
H -2.3986 4.0653 -0.6931 0.023 0.045 -0.014
H -2.3698 2.6191 -1.7119 0.014 0.002 -0.053
H -0.9377 3.6134 -1.5891 -0.031 0.048 -0.040
H 1.7552 3.8421 0.6740 0.033 -0.008 0.001
H 0.3265 4.6490 0.0275 0.037 0.052 -0.064
H 1.1431 3.3774 -0.8996 -0.026 0.079 -0.076
H 2.4319 2.0363 2.3237 0.139 0.018 0.035
H 1.4200 2.1822 3.7608 0.021 -0.021 0.001
H 1.5886 3.5532 2.6862 0.038 -0.001 -0.036
H -0.5014 0.6563 4.5582 -0.032 -0.025 0.087
H 0.9931 0.1618 3.7413 -0.032 -0.051 0.025
H -0.4376 -0.8312 3.5942 0.028 -0.022 0.041
H -3.7511 0.0100 2.3621 -0.042 -0.036 -0.020
H -2.5330 -0.3172 3.5860 -0.034 -0.042 0.017
H -2.5532 -1.2500 2.0851 0.015 -0.132 -0.008
H -3.8740 0.4468 -0.1216 -0.101 -0.081 -0.004
H -3.8972 2.1813 -0.3984 -0.034 0.035 -0.083
H -4.3003 1.5624 1.1875 -0.049 -0.046 -0.036
S 2.1125 -0.8154 1.1462 0.204 0.282 0.051
P 1.1251 -2.2485 0.1150 -1.004 -0.572 0.038
C -0.4780 -1.7940 -0.3891 1.689 0.725 -1.229
P -0.5475 -1.1495 -2.0029 -0.681 -1.013 0.404
S 0.1056 0.7493 -2.2960 0.141 0.338 0.047
C 0.1318 -2.1023 -3.4138 -0.107 0.218 0.292
C -0.1560 -3.4586 -3.4904 -0.034 0.115 0.036
C 0.2887 -4.1949 -4.5724 -0.059 -0.124 -0.003
C 1.0169 -3.5769 -5.5787 0.022 -0.046 -0.050
C 1.3259 -2.2301 -5.4866 0.033 -0.042 -0.116
C 0.8882 -1.4888 -4.4037 -0.135 -0.043 -0.002
C -2.3466 -1.1905 -2.3135 0.123 0.101 -0.014
C -2.8890 -0.6454 -3.4692 0.002 -0.012 0.067
C -4.2561 -0.7018 -3.6784 -0.001 0.083 -0.179
C -5.0820 -1.3031 -2.7427 -0.111 -0.021 0.063
C -4.5451 -1.8355 -1.5818 -0.159 -0.015 -0.081
C -3.1799 -1.7791 -1.3686 0.066 -0.089 -0.004
C 2.2893 -2.8532 -1.1454 -0.199 0.170 0.306
C 3.0019 -1.8944 -1.8571 0.092 0.119 0.115
C 3.9386 -2.2878 -2.7922 0.013 0.025 0.006
C 4.1515 -3.6376 -3.0232 0.081 -0.090 -0.107
C 3.4165 -4.5905 -2.3381 0.056 -0.103 -0.040
C 2.4809 -4.2037 -1.3953 -0.002 0.101 0.061
C 0.8138 -3.6473 1.2409 0.080 0.093 -0.058
C 1.6459 -3.9420 2.3126 0.005 0.017 -0.111
C 1.3055 -4.9556 3.1922 0.045 -0.104 0.128
C 0.1370 -5.6789 3.0040 -0.055 -0.047 0.017
C -0.6886 -5.3954 1.9268 0.006 -0.154 0.112
C -0.3510 -4.3822 1.0504 0.011 -0.047 -0.119
H -0.7284 -3.9110 -2.6890 -0.011 -0.133 -0.032
H 0.0685 -5.2514 -4.6295 -0.023 -0.072 -0.040
H 1.3421 -4.1467 -6.4381 0.059 -0.056 -0.013
H 1.9129 -1.7528 -6.2587 0.024 0.014 -0.071
H 1.1253 -0.4359 -4.3259 -0.001 -0.040 0.013
H -2.2335 -0.1796 -4.1936 -0.006 0.058 -0.076
H -4.6821 -0.2765 -4.5751 -0.032 0.021 -0.102
H -6.1454 -1.3610 -2.9209 -0.115 0.034 -0.017
H -5.1908 -2.2961 -0.8456 -0.019 -0.031 0.020
H -2.7347 -2.1898 -0.4709 0.026 0.013 -0.027
H 2.8331 -0.8402 -1.6486 0.059 -0.151 -0.054
H 4.5108 -1.5423 -3.3255 0.031 0.028 -0.080
H 4.9004 -3.9513 -3.7363 0.036 -0.018 -0.082
H 3.5811 -5.6413 -2.5228 0.043 -0.106 -0.056
H 1.9212 -4.9478 -0.8452 -0.037 -0.033 0.041
H 2.5454 -3.3601 2.4550 0.072 0.047 0.081
H 1.9452 -5.1798 4.0350 0.043 0.004 0.024
H -0.1387 -6.4629 3.6960 0.037 -0.030 0.060
H -1.5994 -5.9585 1.7744 -0.032 -0.036 0.005
H -0.9939 -4.1429 0.2145 -0.024 0.093 0.004
```
Forces are in eV/Å.

E (eV): -110556.7127
Molar mass (g/mol): 663.7
HOMO-LUMO gap (spin up / spin down) (eV): 7.08 / 7.96
Spin multiplicity: 6

# 4
The following is a DFT calculation (ωB97M-V with the def2-TZVPD basis set) of one molecule with the formula C5H7NO at a distorted geometry.

```
14
Properties=species:S:1:pos:R:3:forces:R:3
C -1.9202 0.0368 -0.1386 0.052 0.028 -0.005
C -0.6225 -0.5877 0.3843 0.130 -0.116 0.207
C 0.7132 -0.0408 -0.1321 0.172 0.245 0.137
C 2.0873 -0.1120 0.4678 -0.170 0.284 0.078
O 1.6106 -1.0897 -0.4299 0.208 -0.192 -0.457
C 0.5982 1.1410 -0.9790 -0.329 1.064 -0.558
N 0.4326 2.2158 -1.3769 0.203 -1.118 0.070
H -2.0542 1.0882 0.1342 0.146 -0.167 -0.001
H -2.7585 -0.5307 0.2808 0.131 0.136 -0.067
H -1.9902 -0.0417 -1.2287 0.072 0.062 0.157
H -0.6245 -0.6224 1.4748 0.041 0.064 0.009
H -0.5774 -1.6209 0.0322 -0.173 -0.026 0.201
H 2.8777 0.4686 -0.0207 -0.332 0.237 0.503
H 2.2277 -0.3044 1.5318 -0.149 -0.499 -0.274
```
Forces are in eV/Å.

E (eV): -8833.9687
SMILES string: CC[C@@]1(C#N)CO1
Molar mass (g/mol): 97.1
HOMO-LUMO gap (eV): 11.78
Energy above the lowest of the compared OMol25 structures with the same formula, charge and spin (eV): 2.2341
Spin multiplicity: 1

# 5
The following is a DFT calculation (ωB97M-V with the def2-TZVPD basis set) of one molecule with the formula C2H4N4 at a distorted geometry.

```
10
Properties=species:S:1:pos:R:3:forces:R:3
N -1.5984 0.3471 -0.2923 0.208 0.030 -0.092
C -0.3115 0.5798 -0.0048 0.513 0.281 -0.340
C 0.7416 1.2074 0.3727 -0.256 0.188 0.359
N 1.2921 0.4139 -0.6932 -1.276 0.028 -0.507
N 1.5796 -0.9025 -0.4571 -0.485 -0.384 0.304
N 0.5509 -1.5755 -0.2771 0.590 -0.129 0.098
H -1.8769 -0.6128 -0.4396 0.164 0.179 0.084
H -2.3066 0.9770 0.0615 0.223 -0.036 -0.130
H 1.1455 2.1057 0.8027 0.131 -0.071 0.281
H 0.8362 -2.5400 -0.0951 0.187 -0.086 -0.056
```
Forces are in eV/Å.

E (eV): -8093.7058
SMILES string: [H]/N=N/N1C=C1N
Molar mass (g/mol): 84.1
HOMO-LUMO gap (eV): 9.48
Energy above the lowest of the compared OMol25 structures with the same formula, charge and spin (eV): 5.6083
Spin multiplicity: 1

# 6
The following is a DFT calculation (ωB97M-V with the def2-TZVPD basis set) of a 8-piece molecular cluster, C41H82O11Si overall at a distorted geometry.

```
135
Properties=species:S:1:pos:R:3:forces:R:3
C 2.0603 0.2028 2.1330 -0.164 -0.610 0.397
C 0.8359 -0.8352 2.0791 0.323 -0.074 -0.044
C 0.3294 -1.1342 0.5652 -0.792 0.160 1.152
C -1.2795 -0.9012 0.4668 0.335 -1.246 -0.363
C -1.9555 -2.2316 -0.1672 -0.345 0.146 0.705
C -3.4201 -2.5102 0.4600 0.427 -0.596 -0.530
Si -4.7908 -1.8180 -0.7136 -0.409 -0.646 0.935
C -4.4251 -0.0538 -1.3636 1.332 1.943 -0.226
C -4.7548 1.1234 -0.3513 -2.516 0.096 1.497
O -5.6724 1.1236 0.4866 3.105 -0.539 -2.637
O -3.9446 2.3039 -0.4564 -0.290 -0.798 1.291
C -3.9760 3.0873 0.7352 -1.606 2.585 2.942
C -2.7179 2.9942 1.7460 0.147 0.441 -1.170
O -4.8763 3.8854 1.0557 2.888 -2.992 -2.143
C -6.5192 -2.0606 0.0699 -0.939 -1.053 0.324
C -6.6054 -1.7353 1.6404 0.334 0.574 -0.460
C -6.6081 -3.0221 2.5914 0.464 0.967 0.392
O -7.7786 -0.8827 1.8088 0.915 -0.697 0.725
H 2.7694 -0.0386 3.0023 -1.012 0.479 -1.244
H 1.6180 1.2380 2.3052 0.830 -1.154 -0.444
H 2.6684 0.1514 1.1655 -0.879 0.222 1.327
H 1.1219 -1.8461 2.5563 -0.259 1.590 -0.703
H -0.0047 -0.4210 2.7494 1.134 -0.609 -1.155
H 0.8701 -0.5212 -0.2208 -0.706 -0.712 1.326
H 0.5988 -2.2350 0.3686 -0.633 1.740 0.013
H -1.5143 0.0221 -0.1616 0.294 -1.144 0.825
H -1.7392 -0.7507 1.5136 0.791 -0.185 -1.545
H -1.3192 -3.1516 0.0741 -0.798 1.598 -0.394
H -2.0237 -2.1837 -1.3183 0.205 -0.031 1.712
H -3.5328 -2.1749 1.5425 0.367 -0.302 -1.352
H -3.5466 -3.6601 0.4584 -0.091 1.719 0.024
H -4.7545 -2.7071 -1.9032 0.108 0.205 -0.136
H -3.2843 -0.0044 -1.5491 -1.691 -0.031 0.171
H -4.8922 0.1794 -2.3927 0.473 -0.342 1.706
H -1.9235 3.6911 1.2792 -1.016 -1.287 0.628
H -2.9619 3.4688 2.7639 -0.026 -0.981 -1.732
H -2.3032 1.9392 1.8293 -0.509 1.387 -0.111
H -7.3305 -1.5303 -0.5528 1.163 -0.556 1.254
H -6.7637 -3.1878 -0.0344 0.414 1.611 -0.039
H -5.6532 -1.1379 1.9018 -1.475 -0.646 -0.133
H -7.0275 -2.6766 3.6103 0.454 -0.692 -1.583
H -7.1971 -3.9038 2.1702 0.816 1.229 0.626
H -5.5032 -3.2856 2.7998 -1.740 0.015 -0.500
H -7.7807 -0.5173 2.7233 0.224 -0.455 -0.754
C 4.0655 -2.6880 -2.5117 0.153 -0.415 -0.077
C 3.5674 -1.6137 -3.4538 0.143 0.317 -0.168
C 2.1825 -1.3311 -2.9047 -0.333 0.023 -0.030
O 2.2376 -1.5782 -1.4926 0.609 -0.210 -0.532
C 3.4685 -2.2498 -1.1892 -0.013 0.208 0.243
H 5.1524 -2.7751 -2.4794 -0.096 -0.046 0.086
H 3.6525 -3.6590 -2.8049 0.058 0.034 0.039
H 4.1950 -0.7208 -3.3629 -0.040 -0.038 -0.045
H 3.5567 -1.9178 -4.5019 -0.028 0.028 0.063
H 1.4378 -2.0094 -3.3348 -0.014 0.063 -0.085
H 1.8612 -0.3025 -3.0851 -0.107 -0.083 0.084
H 4.1222 -1.5360 -0.6758 0.090 -0.097 0.042
H 3.2738 -3.0891 -0.5173 -0.070 0.084 0.022
C -5.4668 0.5762 6.6264 0.387 0.237 -0.098
C -6.8436 0.9739 7.1114 -0.233 -0.083 0.382
C -7.6749 0.8317 5.8516 -0.194 0.188 -0.294
O -7.0719 -0.2115 5.0728 0.105 0.100 0.155
C -5.7881 -0.5217 5.6317 -0.031 -0.355 -0.108
H -4.7983 0.2461 7.4233 -0.043 -0.008 -0.071
H -4.9962 1.4206 6.1122 0.003 -0.075 0.039
H -7.1892 0.2635 7.8696 -0.001 0.077 -0.031
H -6.8867 1.9769 7.5391 -0.020 -0.063 -0.058
H -7.6539 1.7499 5.2555 -0.052 0.031 0.063
H -8.7160 0.5772 6.0624 0.065 -0.062 -0.107
H -5.8647 -1.4959 6.1269 0.099 -0.004 0.005
H -5.0470 -0.5948 4.8324 -0.123 -0.019 -0.047
C 0.4315 -6.9169 -0.8846 -0.093 -0.322 0.328
C 0.1919 -6.7952 -2.3732 0.263 -0.014 -0.377
C -0.9021 -5.7470 -2.4316 -0.325 0.125 0.016
O -0.7102 -4.8836 -1.3027 0.197 -0.457 -0.116
C 0.2435 -5.4869 -0.4176 0.114 0.353 0.013
H 1.4116 -7.3229 -0.6288 -0.061 0.052 0.001
H -0.3333 -7.5601 -0.4369 0.077 0.032 0.001
H 1.0956 -6.4201 -2.8648 -0.067 -0.040 -0.004
H -0.0917 -7.7343 -2.8514 -0.003 0.075 0.022
H -1.8943 -6.2020 -2.3410 0.004 -0.037 -0.096
H -0.8713 -5.1596 -3.3522 -0.034 0.066 0.114
H 1.1773 -4.9184 -0.4935 0.043 -0.030 0.082
H -0.1193 -5.4251 0.6112 -0.047 0.088 -0.065
C -0.0203 3.4149 -4.7422 0.208 0.279 0.277
C -0.0022 2.7285 -6.0897 -0.230 0.027 -0.369
C 0.3458 1.3017 -5.7120 0.172 -0.263 0.101
O -0.1914 1.0759 -4.4016 0.056 0.238 -0.146
C -0.5962 2.3358 -3.8469 -0.266 -0.177 0.096
H -0.6028 4.3369 -4.7268 0.101 -0.053 0.002
H 1.0029 3.6511 -4.4323 -0.092 0.059 -0.013
H -1.0009 2.7636 -6.5373 0.080 -0.010 -0.013
H 0.7040 3.1665 -6.7969 -0.036 -0.043 0.053
H 1.4307 1.1577 -5.6592 0.029 0.003 -0.107
H -0.0690 0.5700 -6.4094 0.006 -0.040 0.126
H -1.6915 2.3645 -3.8453 -0.002 0.078 0.076
H -0.2443 2.4135 -2.8155 -0.015 -0.129 -0.031
C 8.8716 -3.5964 0.7132 0.239 -0.349 0.198
C 9.0963 -2.6640 -0.4563 0.089 0.462 -0.051
C 8.1329 -3.2156 -1.4889 -0.121 -0.239 -0.236
O 7.0313 -3.7836 -0.7674 0.292 0.104 0.107
C 7.3821 -3.8632 0.6213 -0.365 0.098 0.076
H 9.1701 -3.1755 1.6747 -0.050 -0.033 -0.058
H 9.4283 -4.5266 0.5588 -0.033 0.057 0.052
H 8.8049 -1.6455 -0.1798 0.045 -0.052 -0.046
H 10.1293 -2.6397 -0.8074 -0.081 -0.010 -0.004
H 8.5957 -4.0147 -2.0778 0.058 0.071 -0.056
H 7.7661 -2.4466 -2.1731 -0.076 -0.081 0.027
H 6.8084 -3.0985 1.1562 0.030 -0.045 0.089
H 7.1060 -4.8441 1.0144 -0.063 0.039 -0.110
C 4.7512 3.5702 3.7916 -0.360 0.251 -0.177
C 5.1850 3.0948 5.1597 0.342 0.114 0.307
C 4.8781 1.6121 5.0901 -0.199 -0.326 -0.017
O 5.0346 1.2180 3.7198 0.035 0.391 0.136
C 5.1435 2.3995 2.9121 0.209 -0.252 -0.187
H 5.2166 4.5082 3.4845 -0.024 -0.074 -0.005
H 3.6646 3.7043 3.7723 0.074 0.015 -0.033
H 6.2623 3.2479 5.2812 -0.074 -0.006 0.036
H 4.6741 3.5976 5.9825 0.027 -0.061 -0.044
H 3.8424 1.4063 5.3817 0.011 0.018 0.097
H 5.5423 1.0167 5.7208 -0.041 -0.050 -0.110
H 6.1845 2.4832 2.5810 -0.025 0.078 -0.065
H 4.5041 2.3038 2.0316 0.025 -0.130 0.062
C 0.2832 9.1001 -4.7036 -0.359 0.249 -0.166
C 0.7197 8.6192 -3.3374 0.339 0.107 0.292
C 0.4153 7.1359 -3.4134 -0.200 -0.301 0.012
O 0.5712 6.7500 -4.7859 -0.010 0.325 0.097
C 0.6773 7.9339 -5.5885 0.232 -0.194 -0.182
H 0.7462 10.0404 -5.0072 -0.025 -0.077 -0.002
H -0.8036 9.2321 -4.7209 0.079 0.021 -0.030
H 1.7968 8.7739 -3.2164 -0.075 -0.009 0.035
H 0.2087 9.1172 -2.5117 0.026 -0.062 -0.049
H -0.6196 6.9268 -3.1217 0.018 0.020 0.105
H 1.0812 6.5383 -2.7864 -0.036 -0.051 -0.111
H 1.7176 8.0216 -5.9205 -0.029 0.075 -0.066
H 0.0377 7.8397 -6.4688 0.037 -0.111 0.057
```
Forces are in eV/Å.

E (eV): -74241.5345
SMILES string: CCCCCC[Si@H](CC(=O)OC(C)=O)C[C@H](C)O.C1CCOC1.C1CCOC1.C1CCOC1.C1CCOC1.C1CCOC1.C1CCOC1.C1CCOC1
Molar mass (g/mol): 779.2
HOMO-LUMO gap (eV): 9.70
Spin multiplicity: 1